Record 1
Density functional theory data (ωB97M-V/def2-TZVPD) for a molecular structure, C13H19InN3O5 in a non-equilibrium geometry.

Values from the calculation:
Total energy (hartree): -1237.24172
HOMO energy (eV): -12.96
Strongest force on any atom (Eh/bohr): 0.02648
Gap between HOMO and LUMO (Ha): 0.3569

ORCA input file:
```
! RIJCOSX wB97M-V def2-TZVPD def2/J DEFGRID3
* xyz 1 1
In -0.208 0.052 -0.228
O -3.477 -1.286 4.819
C -2.763 -1.047 3.732
C -2.268 -2.068 2.896
C -1.518 -1.708 1.796
N -1.276 -0.433 1.554
C -1.756 0.565 2.277
C -2.514 0.301 3.395
C -1.398 1.953 1.715
O -1.691 2.945 2.322
O -0.779 1.938 0.573
C -0.918 -2.665 0.751
O -0.972 -3.852 0.923
O -0.381 -2.081 -0.274
H -3.620 -2.230 4.981
H -2.462 -3.113 3.086
H -2.916 1.097 4.001
C 2.717 -0.962 -0.147
N 2.068 0.336 -0.309
C 2.470 1.232 0.774
C 2.346 0.921 -1.620
C 1.469 0.304 -2.713
N 0.042 0.500 -2.463
C -0.753 -0.434 -3.260
C -0.371 1.872 -2.751
H 3.807 -0.868 -0.190
H 2.379 -1.654 -0.918
H 2.435 -1.388 0.817
H 3.555 1.379 0.788
H 2.155 0.805 1.730
H 1.976 2.196 0.655
H 3.396 0.769 -1.899
H 2.152 1.994 -1.560
H 1.664 -0.772 -2.754
H 1.751 0.754 -3.672
H -0.577 -0.280 -4.330
H -1.813 -0.277 -3.048
H -0.497 -1.462 -2.995
H -0.160 2.129 -3.794
H 0.146 2.571 -2.093
H -1.442 1.969 -2.567
*
```


Record 2
Density functional theory data (ωB97M-V/def2-TZVPD) for a molecular structure, C24H45NO2P2Ru in a non-equilibrium geometry.

Values from the calculation:
Total energy (hartree): -1923.80712
HOMO energy (alpha / beta) (eV): -9.28 / -11.00
Strongest force on any atom (Eh/bohr): 0.13785
Energy above the lowest of the compared OMol25 structures with the same formula, charge and spin (kJ/mol): 0.0
Gap between HOMO and LUMO (alpha / beta) (Ha): 0.2053 / 0.1820

ORCA input file:
```
! RIJCOSX wB97M-V def2-TZVPD def2/J DEFGRID3
* xyz 1 6
Ru -0.293 0.335 -0.208
C -1.756 1.537 0.884
C -2.239 0.652 -0.188
C -2.049 -0.554 1.814
C -1.734 0.779 2.103
C -2.422 -0.657 0.436
C -1.706 3.012 0.788
H -1.362 3.359 -0.189
H -1.038 3.422 1.550
H -2.698 3.451 0.957
C -1.569 1.345 3.452
H -1.295 2.399 3.417
H -0.822 0.801 4.046
H -2.537 1.254 3.957
C -2.079 -1.650 2.802
H -3.056 -1.615 3.287
H -1.318 -1.538 3.580
H -1.961 -2.641 2.362
C -3.155 -1.772 -0.205
H -4.243 -1.580 -0.252
H -3.019 -2.714 0.341
H -2.813 -1.918 -1.237
C -2.854 1.105 -1.460
H -3.864 1.533 -1.357
H -2.905 0.266 -2.155
H -2.204 1.872 -1.899
C 1.547 0.481 -2.074
C 0.453 1.272 -2.247
C -0.138 1.503 -3.610
C -1.048 0.371 -4.169
C -1.120 -0.900 -3.348
C -0.035 -1.683 -3.218
C 1.268 -1.353 -3.887
C 2.151 -0.254 -3.234
H 0.680 1.695 -4.341
H -0.675 0.107 -5.174
H -0.730 2.439 -3.581
H 2.429 0.486 -4.016
H 2.033 0.388 -1.096
H 0.020 1.886 -1.423
H 3.103 -0.715 -2.911
H 1.861 -2.275 -3.938
H -0.117 -2.698 -2.809
H 1.052 -1.035 -4.917
H -2.063 0.778 -4.289
H -2.130 -1.279 -3.114
P 1.687 1.733 1.371
C 1.477 2.583 2.984
H 2.386 3.151 3.228
H 1.326 1.816 3.762
H 0.623 3.272 2.967
C 3.412 1.120 1.471
H 4.080 1.909 1.837
H 3.767 0.773 0.495
H 3.434 0.293 2.189
C 1.800 3.128 0.185
H 1.992 2.713 -0.810
H 2.593 3.819 0.479
H 0.834 3.645 0.177
P 0.894 -2.165 0.711
C -0.213 -3.332 -0.159
H 0.324 -4.222 -0.500
H -0.647 -2.806 -1.016
H -1.019 -3.623 0.524
C 2.463 -2.153 -0.223
H 2.270 -1.920 -1.277
H 3.008 -3.096 -0.149
H 3.087 -1.358 0.203
C 1.305 -3.133 2.253
H 1.606 -4.170 2.003
H 0.426 -3.161 2.923
H 2.118 -2.620 2.792
O 0.872 -1.173 5.043
N 1.052 -0.239 4.236
O 1.494 -0.481 3.070
*
```